Formula: C35H87N28O13
Source: OMol25
Level of theory: ωB97M-V with the def2-TZVPD basis set

Values from the calculation:
HOMO level: -10.58 eV
frontier orbital gap: 8.019 eV
total charge: +1
lowest unoccupied orbital energy: -2.56 eV

```
163
Properties=species:S:1:pos:R:3:forces:R:3
C -0.233577 1.239032 2.430076 -0.5166 -0.4666 0.0163
C -1.047335 -0.127644 2.247997 0.6731 0.8003 0.7563
C -0.638384 -1.109108 3.408236 0.1204 -0.9699 -1.0576
C -1.605031 -2.389619 3.540822 2.9746 1.2553 0.5838
C -0.710142 -3.519558 4.185351 -0.4912 0.9162 1.0338
N -2.092886 -2.682531 2.156876 -0.5306 -1.7108 0.5066
C -3.569703 -2.794263 2.025510 -1.1998 0.0241 -0.4953
C -4.131939 -4.187440 1.566820 -1.4184 -0.9010 -1.0060
C -5.339419 -3.981788 0.539148 0.5929 0.1602 0.4701
C -6.675348 -3.468132 1.223556 -0.2852 0.4310 -1.4430
C -6.941988 -2.011226 0.666910 -0.2681 -0.4732 0.5663
C -7.621881 -1.902963 -0.615952 0.7494 3.1285 0.9692
C -7.818152 -0.541306 -1.138910 1.0489 -0.6019 1.6190
C -7.342546 0.635242 -0.398295 0.1522 -2.1447 0.6802
C -6.688106 0.456402 0.890646 -0.0777 -1.6697 -0.4197
C -6.459836 -0.887264 1.450861 -1.5616 0.9112 -2.8429
C -3.099891 -5.118952 0.842609 -0.3652 0.9266 -0.3829
N -1.808733 -5.104394 1.604609 0.0337 1.2404 -0.5029
C -1.377706 -3.723876 1.523573 -0.9593 0.1595 1.0545
N -0.335044 -3.393843 0.830800 -0.4179 -0.9775 -0.0497
C 0.534102 -4.358463 0.101045 1.5286 -0.2005 0.3513
C 1.900482 -3.607764 -0.161567 -0.4644 -0.5708 -1.0311
C 2.614363 -4.088075 -1.503640 -0.0977 1.6554 0.8556
C 3.431417 -2.814212 -2.004765 0.1144 -1.4443 -1.0893
N 4.250032 -2.212745 -0.924004 -0.5321 0.7835 -0.1596
C 3.779920 -0.902598 -0.511106 -0.4111 0.9297 1.7817
C 3.635420 -0.684126 1.046362 0.1850 -0.9159 -0.6169
O 3.460357 0.003753 -1.249157 0.0179 -0.8901 -0.2854
H 0.455393 1.155581 3.312712 -0.5918 0.1884 -0.8285
H -0.982221 2.039232 2.639537 0.9035 -0.4693 -0.2173
H 0.383627 1.464490 1.519808 -0.6341 -0.0778 0.8334
H -0.786177 -0.495264 1.218866 -0.3499 -0.1356 0.9402
H -2.153316 0.033375 2.278296 0.8961 0.1101 -0.0839
H -0.513594 -0.600580 4.394635 -0.2952 -0.2745 -0.8468
H 0.381040 -1.521143 3.126959 -0.8240 0.4724 0.4832
H -2.397351 -2.089605 4.266131 0.0662 -0.5797 -1.0903
H 0.277925 -3.655187 3.657325 -1.1483 -0.0130 0.2772
H -0.426653 -3.136215 5.225180 -0.4176 -0.6913 -1.5711
H -1.246364 -4.488735 4.361083 0.5504 0.7288 -0.2147
H -4.103602 -2.521872 2.978872 0.9402 -0.2188 -0.7869
H -3.906822 -2.015185 1.281189 0.4572 -0.7761 0.6232
H -4.585492 -4.755998 2.429560 0.7667 0.5405 -0.5762
H -4.990635 -3.204452 -0.196460 -0.3884 -0.7379 0.5726
H -5.514846 -4.918772 -0.065676 0.1516 0.7845 0.8380
H -7.508805 -4.144120 0.877879 0.7299 0.7598 0.4422
H -6.676421 -3.508414 2.339818 0.2703 0.1361 -0.8690
H -7.976447 -2.781662 -1.206973 0.4018 0.8220 0.8048
H -8.310802 -0.427732 -2.127682 0.3922 0.0673 0.8835
H -7.486484 1.648563 -0.835538 0.1328 -0.9593 0.5067
H -6.305223 1.311942 1.494649 -0.4810 -0.6135 -0.7946
H -5.946815 -1.035749 2.428798 -0.5890 0.1758 -0.9617
H -2.886869 -4.663717 -0.167726 -0.2071 -0.6576 0.7689
H -3.488193 -6.163534 0.697652 0.4664 1.0422 0.2751
H -2.083710 -5.268490 2.581104 0.3669 0.1544 -0.2875
H -0.117019 -2.389043 0.802469 -0.1750 -0.4876 -0.0792
H 0.698019 -5.264176 0.745638 -0.2898 0.9358 -0.5442
H 0.073398 -4.731360 -0.848043 0.1600 0.6973 0.7529
H 2.588926 -3.700374 0.714495 -0.6787 0.2533 -0.7188
H 1.638491 -2.523363 -0.357441 0.3024 -0.9545 0.4688
H 3.290861 -4.957408 -1.334497 -0.7591 0.6179 -0.2475
H 1.793860 -4.307562 -2.238307 1.0753 -0.0872 0.4954
H 4.119139 -3.164180 -2.822753 -0.6439 0.4650 0.6768
H 2.707365 -2.091983 -2.466090 0.7312 -0.3896 0.5270
H 5.232404 -2.129384 -1.195940 -0.3190 -0.1794 -0.0294
H 3.066401 -1.559185 1.470469 0.6425 0.8616 -0.3572
H 3.101045 0.266653 1.290036 0.6644 -0.7566 -0.3832
H 4.659624 -0.735250 1.497235 -0.8767 0.1239 -0.1817
C 7.026308 -2.429760 2.821190 0.0065 -0.0436 -0.0494
O 5.894411 -2.596645 3.249214 -0.0858 0.0129 0.0500
N 8.106806 -2.281136 3.635384 0.0940 0.0271 0.3312
N 7.305555 -2.379440 1.489578 -0.1722 0.1345 -0.3021
H 9.040371 -2.144380 3.295726 -0.0359 -0.0198 0.0184
H 7.944083 -2.312697 4.625936 0.0442 0.0080 -0.0884
H 6.534597 -2.488308 0.853609 0.0916 -0.1523 0.0374
H 8.229073 -2.244469 1.122293 -0.0386 -0.0661 -0.0137
C -3.167518 3.178421 4.679122 0.0061 0.2000 0.0945
O -2.814889 2.259436 3.949415 -0.1515 -0.1242 -0.0174
N -4.374534 3.197413 5.306280 -0.3896 -0.2138 0.1022
N -2.385564 4.260190 4.926758 0.4232 0.0153 -0.1376
H -4.674783 3.947317 5.907557 -0.0253 0.0052 0.0165
H -4.986093 2.416043 5.151164 0.0805 0.0414 0.0893
H -1.479478 4.289644 4.482234 0.0907 0.0833 0.1280
H -2.665780 5.018274 5.521897 -0.0958 -0.0121 -0.0789
C 0.775639 -7.645314 -2.447241 0.1456 -0.0853 -0.0787
O 1.670509 -6.906967 -2.063410 -0.2152 0.0236 0.0865
N -0.450142 -7.690293 -1.850288 -0.2511 0.2165 0.2363
N 0.922954 -8.487932 -3.503103 0.1864 -0.0629 -0.2214
H -1.191887 -8.292221 -2.155976 0.0359 0.0102 0.0239
H -0.601978 -7.084435 -1.063735 -0.0009 -0.1423 -0.0070
H 1.811807 -8.487011 -3.971806 -0.0789 -0.0271 0.0369
H 0.197565 -9.099294 -3.828398 0.0444 0.0103 0.0100
C -6.060122 6.552548 5.347728 -0.0054 0.4724 0.1446
O -6.136184 6.158332 6.506652 0.1779 -0.3289 -0.0306
N -6.191351 5.712251 4.284786 -0.1126 -0.4521 -0.2277
N -5.838359 7.847385 5.020118 0.1320 0.1276 0.0956
H -6.130049 6.012692 3.329936 0.0058 0.0804 0.0694
H -6.356276 4.743403 4.487315 0.0071 0.0862 -0.1103
H -5.735100 8.500775 5.775837 -0.0387 -0.0802 -0.0490
H -5.774005 8.177243 4.067968 -0.0891 0.0956 0.0438
C -5.799316 9.559098 1.285273 0.0209 0.0700 -0.1507
O -5.875653 9.171546 2.443679 0.0263 -0.0652 -0.0688
N -5.929646 8.723486 0.220684 -0.0449 -0.3449 -0.0134
N -5.577791 10.859286 0.963451 0.0536 0.2778 0.2208
H -5.869228 9.029321 -0.732498 -0.0077 -0.0163 0.0375
H -6.094981 7.752365 0.415075 0.0035 0.0855 -0.0721
H -5.475751 11.510380 1.722046 -0.0135 -0.0347 -0.0842
H -5.512989 11.191657 0.019614 -0.0121 -0.0147 0.0396
C 0.813394 1.976478 -4.106108 0.0819 -0.2336 0.4063
O 0.269973 2.853037 -4.767689 0.0091 0.1903 -0.2269
N 0.589802 0.652482 -4.313462 -0.3669 -0.2167 -0.2449
N 1.689164 2.247052 -3.106560 0.0563 0.2601 0.1887
H 1.031330 -0.071602 -3.778358 0.0676 0.0771 -0.0330
H -0.052574 0.402725 -5.044639 0.1059 0.0057 0.0244
H 1.886389 3.213122 -2.915878 -0.0317 -0.1010 0.0448
H 2.140712 1.535500 -2.558878 0.1149 -0.0098 0.0213
C -1.809895 6.195122 -6.783888 -0.0761 0.1071 -0.1295
O -2.350450 7.071990 -7.436366 0.0207 -0.0150 0.0631
N -2.037304 4.870524 -6.995757 -0.1766 -0.4340 -0.1093
N -0.926183 6.460475 -5.779977 0.2508 0.2370 0.3321
H -1.595746 4.141766 -6.462635 0.0582 0.0423 -0.0093
H -2.681269 4.624461 -7.725846 0.0721 0.0551 0.0506
H -0.726360 7.425343 -5.586761 -0.0247 -0.0870 -0.0502
H -0.475744 5.745547 -5.237307 -0.0310 -0.0405 -0.0702
C 1.915319 -3.858262 6.732267 0.0602 -0.0168 0.0587
O 0.694598 -3.892132 6.644897 0.3050 -0.1087 0.3313
N 2.735688 -4.186016 5.697071 -0.0570 -0.1003 -0.2559
N 2.558373 -3.489470 7.871427 -0.0802 0.1231 0.3192
H 3.737197 -4.161543 5.754779 -0.0255 0.0465 -0.0832
H 2.301167 -4.464704 4.836361 0.1078 -0.0083 0.0702
H 1.989135 -3.239310 8.660724 0.0657 -0.0305 -0.0562
H 3.557029 -3.457127 7.956708 -0.0426 -0.0010 -0.0090
C 3.879185 2.663089 -6.774507 0.0970 0.2194 0.2664
O 3.356543 1.797874 -7.469235 -0.0551 0.1895 0.2970
N 5.187339 3.020938 -6.908471 0.1910 -0.3316 -0.2514
N 3.199193 3.338934 -5.812344 -0.3658 -0.1514 0.0372
H 5.625204 3.727006 -6.347630 -0.0342 0.0165 -0.0768
H 5.731299 2.545406 -7.612742 0.1290 0.1768 0.0177
H 2.226493 3.103590 -5.682285 0.0148 0.2188 -0.0466
H 3.614325 4.047732 -5.237872 0.0219 -0.0194 -0.0761
C 7.499750 -3.351608 -3.783099 0.0387 -0.0315 -0.0060
O 7.396825 -3.744337 -2.629746 -0.1441 0.1553 0.0764
N 7.389712 -4.183904 -4.853123 -0.0951 -0.3275 -0.0839
N 7.733382 -2.047798 -4.099280 -0.0032 0.3058 0.1358
H 7.472071 -3.875859 -5.804006 0.0125 -0.0135 0.0393
H 7.217455 -5.155534 -4.664148 0.0399 0.0788 -0.0290
H 7.822209 -1.398437 -3.338526 0.0355 -0.0319 -0.1056
H 7.819709 -1.714000 -5.041352 -0.0022 0.0047 0.0409
C 5.729230 1.388229 -10.480550 -0.3107 0.0244 0.0134
O 6.627472 2.114042 -10.071647 0.0652 -0.0676 0.1262
N 4.501518 1.358631 -9.909027 0.3282 0.2725 -0.2013
N 5.890140 0.548531 -11.543710 0.4034 -0.1521 -0.2874
H 3.755520 0.770141 -10.228007 -0.0016 0.0344 0.0911
H 4.345823 1.965044 -9.118938 -0.4016 -0.4015 -0.0826
H 6.788173 0.542376 -11.993713 -0.0958 -0.0036 0.0181
H 5.164416 -0.050507 -11.888680 0.0115 0.0609 0.0139
C 1.492522 4.951508 5.460496 -0.0360 -0.0034 0.0541
O 0.796519 4.603088 4.519469 -0.0955 0.0036 -0.0677
N 1.048188 4.937517 6.747116 -0.2842 -0.0709 0.1956
N 2.773245 5.384197 5.305316 0.2695 0.0363 -0.2530
H 1.608698 5.220868 7.528778 -0.0339 -0.0033 -0.0301
H 0.106524 4.623680 6.905350 0.0892 0.0012 0.0120
H 3.139815 5.409992 4.370416 -0.0267 0.0147 0.0893
H 3.355415 5.673181 6.068783 -0.0303 -0.0056 -0.0337
```
Forces are in eV/Å.